{
  "formula": "C18H29MnN2O6P2",
  "method": "ωB97M-V/def2-TZVPD",
  "lumo_ev": [-1.573, -1.429],
  "multiplicity": 5,
  "homo_lumo_gap_ev": [1.98, 5.98],
  "homo_energy_ev": [-3.6, -7.4],
  "elements": ["C", "C", "N", "C", "C", "C", "C", "P", "Mn", "P", "C", "O", "O", "H", "H", "H", "C", "C", "H", "H", "H", "H", "C", "C", "H", "H", "H", "H", "H", "H", "H", "H", "H", "H", "H", "H", "H", "H", "H", "H", "H", "H", "O", "C", "O", "C", "C", "C", "C", "C", "C", "N", "O", "O", "H", "H", "H", "H"],
  "xyz": [[3.8884, 0.1083, -3.0293], [2.7426, 0.3180, -2.2653], [2.3344, -0.5941, -1.3420], [3.0579, -1.7197, -1.1688], [4.1494, -2.0096, -1.9816], [4.5715, -1.0956, -2.9403], [1.9020, 1.5118, -2.5456], [0.8561, 2.0494, -1.1669], [0.3125, -0.2162, -0.5150], [1.1920, -2.4413, 0.8015], [2.7216, -2.7336, -0.0801], [0.2566, 0.6748, -4.3124], [-0.7306, -1.1086, -3.0679], [4.1946, 0.8938, -3.7126], [4.6381, -2.9731, -1.8545], [5.4030, -1.3224, -3.6062], [1.6140, 3.3447, -0.1622], [-0.6286, 2.7549, -1.9238], [2.6833, -3.7485, -0.4969], [3.5250, -2.7340, 0.6700], [1.1976, 1.2151, -3.3966], [2.4894, 2.3580, -2.9149], [1.0574, -3.0996, 2.4539], [-0.1436, -3.0798, -0.2342], [-2.5859, -1.5565, -4.3627], [-0.4406, -1.9729, -3.4022], [-0.1796, -0.3080, -3.7673], [0.7410, 0.5944, -5.1457], [1.1492, -0.9885, 1.0308], [-3.3393, -1.5113, -4.5227], [1.6315, 4.2972, -0.7110], [1.0208, 3.4670, 0.7551], [2.6316, 3.0567, 0.1307], [-0.4810, 3.8285, -2.0913], [-0.8263, 2.2324, -2.8682], [-1.4688, 2.5919, -1.2354], [-0.0245, -4.1647, -0.3200], [-1.0966, -2.8430, 0.2713], [-0.1540, -2.6263, -1.2458], [1.2490, -4.1839, 2.4724], [1.7720, -2.5818, 3.1076], [0.0350, -2.8936, 2.8012], [-1.8906, -1.4936, 1.6606], [-1.7883, -0.2585, 1.6313], [-0.9927, 0.4494, 0.8746], [-2.6442, 0.5350, 2.5961], [-2.6513, 1.9431, 2.6201], [-3.3873, 2.6320, 3.5846], [-4.0966, 1.8995, 4.5638], [-4.1608, 0.4940, 4.5020], [-3.4370, -0.1747, 3.5214], [-4.5917, 2.5709, 5.7158], [-4.4546, 3.8127, 5.7945], [-5.1375, 1.8825, 6.6097], [-2.0614, 2.5070, 1.8916], [-3.3917, 3.7178, 3.6281], [-4.7589, -0.0475, 5.2292], [-3.4732, -1.2600, 3.4716]],
  "lowdin_spin": [0.000, 0.004, -0.008, 0.000, -0.001, 0.003, -0.006, -0.045, 3.004, 0.020, 0.002, 0.000, 0.028, 0.000, 0.000, 0.000, -0.006, -0.002, 0.001, 0.000, 0.000, -0.001, 0.005, 0.005, 0.000, 0.000, 0.000, 0.000, 0.010, 0.000, -0.002, 0.000, 0.000, -0.001, 0.000, 0.000, 0.002, 0.001, 0.001, 0.001, 0.001, 0.001, 0.057, 0.070, 0.034, 0.111, 0.029, 0.056, 0.099, 0.058, 0.030, 0.131, 0.146, 0.148, 0.001, 0.006, 0.006, 0.002]
}